C7H13S | the ωB97M-V functional and the def2-TZVPD basis

The geometry in XYZ format:
```
21
Properties=species:S:1:pos:R:3
C -2.75140 2.34422 0.96829
C -1.55046 2.11546 0.06825
C -1.24011 0.64843 -0.17186
S -0.91458 -0.34810 1.30947
H -3.70220 2.07311 0.48740
H -2.90080 3.37940 1.29260
H -2.67078 1.70787 1.85078
H -1.74065 2.60775 -0.90161
H -0.68190 2.62127 0.50147
H -0.37664 0.58249 -0.84410
H -2.08163 0.15908 -0.68297
C 3.47840 -0.82513 0.25529
C 2.21008 -1.23814 0.16197
C 1.84494 -2.27430 -0.80306
C 0.65158 -2.83440 -1.01457
H 4.26698 -1.31454 -0.31294
H 3.77396 0.03448 0.84225
H 1.40413 -0.73690 0.72897
H 2.65730 -2.59618 -1.45632
H 0.56004 -3.55898 -1.81557
H -0.23626 -2.54692 -0.46375
```

The value obtained for the max |F| is 0.0146 Eh/bohr. Its charge is -1. The value obtained for the electronic energy is -18304.653 eV. The value obtained for the LUMO energy is 3.80 eV.

C6H12O | the ωB97M-V functional and the def2-TZVPD basis

The geometry in XYZ format:
```
19
Properties=species:S:1:pos:R:3
C 2.25362 0.87614 0.42445
C 1.37456 0.62717 1.41560
C 0.07846 -0.07644 1.32084
C -0.24808 -0.87059 2.59524
C -0.61004 -0.33062 0.20016
C -1.67335 -1.38172 0.01982
H 2.63530 0.04726 -0.18069
H 3.02283 1.60594 0.65406
H 1.40668 1.22435 2.34054
H 0.04480 -0.26968 3.46226
H -1.26868 -1.22864 2.66076
H 0.35730 -1.79250 2.73552
H -0.32658 0.18963 -0.72397
H -1.36668 -2.39754 0.24526
H -2.57273 -1.24530 0.62601
H -1.85257 -1.31368 -1.05955
O -0.74039 1.10649 -4.70134
H -1.02546 2.02598 -4.63409
H 0.02595 1.20102 -4.10810
```

The energy above the lowest of the compared OMol25 structures with the same formula, charge and spin is 2.444 eV. The value obtained for the max |F| is 0.0565 Eh/bohr. Its charge is 0. The value obtained for the electronic energy is -8461.910 eV. The value obtained for the LUMO energy is 0.59 eV.

C31H57BBr21NO4 | the ωB97M-V functional and the def2-TZVPD basis

The geometry in XYZ format:
```
115
Properties=species:S:1:pos:R:3
C 8.08821 -3.74940 1.32914
C 6.96460 -3.45508 1.68366
C 5.63973 -2.93024 2.30467
C 4.61140 -2.36596 1.18875
C 4.59640 -0.77415 1.41204
C 3.52030 -0.04560 0.51697
O 3.46429 1.41634 0.64173
C 4.34558 1.94424 1.58947
O 4.05538 2.03922 2.75296
C 5.76496 2.41858 1.06902
C 6.39660 3.57341 1.93564
O 5.75448 4.41913 2.48087
Br 8.36489 3.59792 2.08553
B 1.99780 -0.59339 0.68214
O 1.21198 -0.63942 -0.52646
N 1.39531 -1.07616 1.92880
C 1.59560 -0.13318 3.07101
C -0.07745 -1.27517 1.82711
H 9.15823 -4.06806 1.29051
H 5.79369 -2.20374 3.14736
H 5.14375 -3.84155 2.76962
H 5.04708 -2.65387 0.19212
H 3.62546 -2.84694 1.42678
H 5.64911 -0.44419 1.13148
H 4.43439 -0.64762 2.52766
H 3.81217 -0.25968 -0.56368
H 6.50478 1.57342 0.98842
H 5.61726 2.85244 0.03017
H 0.70611 0.20069 -0.59515
H 0.88924 -0.47795 3.89441
H 2.62369 -0.15356 3.51912
H 1.25814 0.92055 2.81346
H -0.39311 -1.82637 2.77492
H -0.57867 -0.26420 1.87604
H -0.40660 -1.91444 0.96638
Br -2.85294 -1.73984 -2.18911
C -3.22591 0.15277 -2.45994
C -1.98119 0.98285 -2.28744
Br -1.53614 1.18955 -0.40436
H -4.02286 0.42107 -1.76832
H -3.59785 0.22727 -3.48203
H -2.14044 1.99674 -2.65595
H -1.10646 0.55790 -2.77670
Br -4.11765 -1.16885 1.74512
C -3.42014 -2.95727 2.07863
C -3.92428 -3.50586 3.38770
Br -2.98613 -2.70833 4.89926
H -2.33524 -2.88981 2.02920
H -3.78033 -3.56236 1.24548
H -3.72090 -4.57458 3.45957
H -4.98679 -3.33120 3.54612
Br 0.56476 4.58820 1.69350
C 2.13957 4.40757 0.56206
C 2.10006 5.37742 -0.59105
Br 0.86485 4.77811 -1.97788
H 2.18705 3.36747 0.24764
H 2.98579 4.62453 1.21682
H 3.07224 5.43124 -1.08170
H 1.78977 6.37970 -0.30160
Br -2.28510 5.27896 4.41992
C -3.31911 3.63868 4.59733
C -2.97083 2.65885 3.50673
Br -3.79001 3.16278 1.81327
H -4.36942 3.92326 4.60344
H -3.05100 3.23557 5.57423
H -3.37398 1.67060 3.73459
H -1.89978 2.57647 3.32756
Br 7.20084 -6.46732 -2.97081
C 6.86776 -4.56042 -3.19057
C 8.13138 -3.75879 -3.01234
Br 8.60533 -3.59997 -1.12396
H 6.08461 -4.29136 -2.48407
H 6.48692 -4.45455 -4.20659
H 7.98761 -2.73419 -3.35684
H 8.99065 -4.19090 -3.52234
Br -6.66440 -1.19443 4.73837
C -8.08537 -0.03771 4.07619
C -8.09076 0.02695 2.56905
Br -6.66341 1.17437 1.90371
H -7.94668 0.93369 4.54669
H -9.00886 -0.48630 4.44316
H -9.01319 0.48393 2.20982
H -7.96360 -0.94453 2.09432
Br 3.30481 9.26708 -2.71456
C 1.83278 9.80671 -1.55699
C 2.33582 10.51758 -0.32648
Br 3.07244 9.26021 0.96660
H 1.25986 8.90914 -1.33187
H 1.22509 10.47701 -2.16516
H 1.51476 11.01088 0.19401
H 3.11500 11.24697 -0.53884
Br -2.05824 1.45495 -6.15078
C -0.75432 2.87086 -6.45776
C -0.92262 3.99630 -5.46869
Br -2.45004 5.11680 -5.92316
H -0.86698 3.18670 -7.49291
H 0.21759 2.39313 -6.33180
H -0.06180 4.66461 -5.49800
H -1.07457 3.65205 -4.44723
Br -1.21412 -5.39755 -0.63212
C -1.38745 -6.20434 -2.39808
C -2.31297 -5.40363 -3.27833
Br -4.17852 -5.70796 -2.80515
H -1.71733 -7.23031 -2.24750
H -0.37710 -6.20857 -2.80780
H -2.22775 -5.72433 -4.31683
H -2.14176 -4.33037 -3.21998
Br -7.70545 -5.24242 -1.75207
C -8.73405 -6.88560 -1.56212
C -8.37918 -7.88132 -2.63668
Br -9.19485 -7.40592 -4.34096
H -9.78535 -6.60473 -1.56566
H -8.46940 -7.27364 -0.57819
H -8.78072 -8.86559 -2.39494
H -7.30766 -7.96339 -2.80970
```

The value obtained for the max |F| is 0.0435 Eh/bohr. Its charge is 0. The value obtained for the electronic energy is -1514319.330 eV. The value obtained for the LUMO energy is 0.16 eV.

IO2TlV | the ωB97M-V functional and the def2-TZVPD basis

The geometry in XYZ format:
```
5
Properties=species:S:1:pos:R:3
O 0.36592 0.66120 -0.41248
V -0.76102 -0.50670 -0.60512
O -0.41482 -2.03953 -0.38763
Tl 2.90462 2.40651 -0.63578
I -2.09470 -0.52148 2.04101
```

The energy above the lowest of the compared OMol25 structures with the same formula, charge and spin is 0.000 eV. The value obtained for the max |F| is 0.0807 Eh/bohr. Its charge is +3. The value obtained for the electronic energy is -42536.900 eV. The value obtained for the LUMO energy is -20.05 eV.

- Look up the charge of the third one.
  0

- Which of these has the highest LUMO energy?
  C7H13S

- The highest LUMO energy belongs to which entry?
  C7H13S

- Look up the electronic energy of the first one.
  -18304.653 eV